(1)
Density functional theory data (ωB97M-V with the def2-TZVPD basis set) for 3 unconnected molecules or ions with the total composition C3H10O3S2 at a distorted geometry.

Each line ends with the Mulliken charge.
Element x y z (Å)
O -0.3767 -2.3205 1.1398  -0.452
C 0.1743 -2.4759 0.0755  0.058
C 0.9027 -1.3350 -0.5161  -0.251
C 1.7954 -0.5049 0.3761  -0.780
S 1.1896 0.0397 2.0322  0.002
S 0.5754 1.9817 2.1322  -0.220
H 0.0111 -3.3167 -0.6583  0.300
H 1.6054 -1.8242 -1.2228  0.287
H 0.2239 -0.6520 -1.0559  0.239
H 2.7471 -0.9826 0.5647  0.331
H 2.0334 0.4680 0.0030  0.371
H 1.2323 2.7121 1.2460  0.112
O -1.8269 2.6174 -1.3972  -0.625
H -0.9378 2.9626 -1.5315  0.298
H -2.0273 2.8109 -0.4613  0.328
O -2.4077 -0.4201 -0.4217  -0.619
H -2.5103 0.4498 -0.8314  0.316
H -2.4038 -0.2104 0.5263  0.306

SMILES = O=CCCSS.O.O
HOMO = -0.3001 hartree

---

(2)
Density functional theory data (ωB97M-V with the def2-TZVPD basis set) for a molecular structure, C3H10O4 at a distorted geometry.

Each line ends with the Mulliken charge.
Element x y z (Å)
H -0.8723 0.7992 1.0650  0.555
O -0.9843 1.8026 1.8364  -0.646
O 0.0466 -0.0656 0.7917  -0.875
H -0.0145 2.1479 1.7324  0.470
H -1.4713 2.4358 1.1832  0.398
C -0.5247 -0.6559 -0.3051  0.721
O -1.5175 -0.0436 -0.7407  -0.647
C 0.0329 -1.9444 -0.9101  -0.550
H 0.1274 -2.6145 -0.0252  0.248
H -0.7402 -2.5961 -1.3183  0.433
C 1.3792 -2.0824 -1.6095  -1.045
H 1.4736 -3.0138 -2.0258  0.391
H 1.5212 -1.3936 -2.5160  0.269
H 2.1403 -1.9013 -0.8069  0.246
O 1.1809 2.1399 0.5484  -0.713
H 1.2671 1.1469 0.5355  0.420
H 1.4390 2.4178 -0.3628  0.323

HOMO = -0.3537 hartree

---

(3)
Density functional theory data (ωB97M-V with the def2-TZVPD basis set) for 3 unconnected molecules or ions with the total composition C3H10O4 at a distorted geometry.

Each line ends with the Mulliken charge.
Element x y z (Å)
C -0.6859 0.5047 2.1282  -0.806
C 0.4016 0.0612 1.1050  -0.436
C 1.4137 1.0498 0.5819  0.549
O 1.5309 2.2425 0.7872  -0.556
O 1.9785 0.5008 -0.6071  -0.457
H -0.4236 0.2643 3.1468  0.292
H -1.0430 1.5470 1.8991  0.272
H -1.6129 -0.1198 1.8799  0.170
H -0.1832 -0.3631 0.3378  0.281
H 0.9756 -0.8116 1.3815  0.358
H 2.4187 1.1693 -1.1880  0.316
O 2.0226 -0.4730 -3.4624  -0.596
H 1.7871 0.1279 -4.1507  0.302
H 2.7692 -0.9438 -3.8793  0.310
O -4.1704 -1.5892 -0.0932  -0.637
H -3.4839 -1.1874 -0.5769  0.315
H -3.6950 -1.9797 0.7103  0.321

SMILES = CCC(=O)O.O.O
HOMO = -0.3838 hartree

---

(4)
Density functional theory data (ωB97M-V with the def2-TZVPD basis set) for a single C3H10O4Si molecule at a distorted geometry.

Each line ends with the Mulliken charge.
Element x y z (Å)
C 2.0743 0.9903 1.4919  -0.602
O 0.7368 1.0962 1.0329  -0.212
Si 0.2176 0.1753 -0.1950  0.564
O 1.4602 -0.8778 -0.6001  -0.537
O -1.1084 -0.6093 0.2792  -0.297
C -1.3205 -1.6188 1.3074  -0.606
O -0.0820 1.1493 -1.4781  -0.333
C -1.2591 0.9688 -2.3291  -0.602
H 2.1912 1.7845 2.2220  0.238
H 2.8275 0.9532 0.6576  0.258
H 2.0894 0.0469 1.9599  0.264
H 1.2331 -1.6619 -1.0685  0.316
H -1.5133 -1.0626 2.1871  0.251
H -0.3742 -2.0151 1.3195  0.307
H -2.1755 -2.1713 0.9991  0.223
H -2.1484 0.4766 -1.8394  0.224
H -1.1204 0.4110 -3.2401  0.300
H -1.7285 1.9646 -2.7063  0.246

SMILES = CO[Si](O)(OC)OC
HOMO = -0.3761 hartree

---

(5)
Density functional theory data (ωB97M-V with the def2-TZVPD basis set) for 2 unconnected molecules or ions with the total composition C3H10OS at a distorted geometry.

Each line ends with the Mulliken charge.
Element x y z (Å)
C 1.7516 -0.5689 -1.7754  -0.706
S 1.2920 -1.0263 0.0515  -0.150
C 1.1454 0.5875 0.8501  -0.905
H 1.0784 0.2815 -2.0644  0.238
H 1.7792 -1.4643 -2.3976  0.316
H 2.7423 -0.1042 -1.7044  0.268
H 0.5947 0.6621 1.7622  0.384
H 2.0444 1.2056 0.8191  0.312
H 0.3441 0.9818 0.1548  0.271
C -2.3429 0.1102 0.9548  -0.349
O -1.8177 -0.2504 -0.3369  -0.474
H -2.8056 -0.8326 1.3322  0.234
H -1.4770 0.4796 1.6022  0.092
H -3.1454 0.9496 0.8299  0.194
H -1.1836 -1.0113 -0.0781  0.276

SMILES = CSC.CO
HOMO = -0.3193 hartree

---

(6)
Density functional theory data (ωB97M-V with the def2-TZVPD basis set) for 4 unconnected molecules or ions with the total composition C3H10OS at a distorted geometry.

Each line ends with the Mulliken charge.
Element x y z (Å)
C -0.4740 1.1044 1.3204  0.100
C -0.4137 1.2577 -0.1771  -0.433
C 0.8237 0.8277 0.6071  -0.441
S -0.6877 -1.8101 -0.0523  -0.550
H -1.0338 0.1824 1.6838  -0.443
H -1.4830 -0.5433 2.0089  0.420
H -0.6134 1.9898 1.9310  0.336
H -0.2943 2.2356 -0.6226  0.255
H -1.0327 0.5916 -0.7499  0.238
H 1.6511 1.5169 0.5807  0.264
H 1.1034 -0.2171 0.6628  0.244
H -0.8142 -3.1140 -0.2847  0.058
H 1.3702 -1.7377 -2.9105  0.305
H 0.6642 -1.3231 -1.6423  0.198
O 1.2342 -0.9609 -2.3551  -0.552

HOMO = -0.3219 hartree

---

(7)
Density functional theory data (ωB97M-V with the def2-TZVPD basis set) for a molecular structure, C3H10OS2 at a distorted geometry.

Each line ends with the Mulliken charge.
Element x y z (Å)
C -0.9056 -1.4950 0.2133  -0.938
C -0.4433 -0.4731 1.2316  -0.164
S 1.1451 -0.9419 1.7988  -0.142
S 0.2112 0.5392 -1.7153  -0.181
C 1.7194 0.0425 -0.9540  -0.090
H 0.0136 -1.6237 -0.3512  0.374
H -1.2024 -2.4735 0.5676  0.316
H -1.6450 -1.0808 -0.4723  0.293
H -1.0894 -0.2388 2.0755  0.371
H -0.2736 0.4696 0.6907  -0.132
H 2.2774 -0.6907 -1.5293  0.322
H 1.4800 -0.3829 0.1098  -0.287
H 2.2804 0.9557 -0.8184  0.298
H -0.8303 1.7630 -0.4184  0.288
H -1.3182 3.2361 -0.4617  0.297
O -1.4193 2.3943 0.0333  -0.625

HOMO = -0.3350 hartree

---

(8)
Density functional theory data (ωB97M-V with the def2-TZVPD basis set) for 2 unconnected molecules or ions with the total composition C3H10P4 at a distorted geometry.

Each line ends with the Mulliken charge.
Element x y z (Å)
P 1.7612 -1.5855 -2.8237  -0.167
P 2.4332 -0.1616 -1.3751  -0.015
P 1.4871 -0.8084 0.3417  0.108
P 2.6325 0.3049 1.7805  -0.257
H 3.1590 -1.5995 -3.3131  0.071
H 1.9697 -2.6412 -2.0814  0.055
H 2.9095 -0.9237 2.4353  0.086
H 3.9333 0.1863 1.2118  0.102
C -1.4354 -0.4625 0.8455  -0.979
C -0.8313 0.5505 1.5200  0.050
C -0.9514 1.8926 1.1882  -1.179
H -1.4025 -1.3829 1.2924  0.397
H -2.1372 -0.2362 0.1016  0.315
H -0.2932 0.3376 2.4559  0.492
H -0.0615 2.4784 1.4270  0.262
H -1.1979 2.2304 0.2104  0.378
H -1.8033 2.4952 1.7088  0.281

SMILES = [PH2]#P=P#[PH2].C=CC
HOMO = -0.2938 hartree